# 1
This record from OMol25 describes C42H41BrO2P2Pb as an isolated structure at a distorted geometry. The level of theory is ωB97M-V/def2-TZVPD.

Each line ends with the Löwdin charge.
Element x y z (Å)
Pb1 1.872 -1.834 0.169  1.337
C1 -2.653 0.207 0.777  -0.129
C2 -2.759 -0.078 -0.525  -0.104
C3 -2.976 0.881 -1.661  -0.200
C4 -1.710 1.462 -2.339  -0.183
C5 -0.689 2.037 -1.409  -0.117
C6 -0.877 2.504 -0.176  -0.129
C7 -2.173 2.724 0.533  -0.193
C8 -2.633 1.546 1.432  -0.187
C9 2.884 0.082 -0.171  -0.358
H1 -2.696 -0.602 1.513  0.104
H2 -2.792 -1.137 -0.828  0.105
H3 -3.657 1.689 -1.376  0.103
H4 -3.509 0.296 -2.432  0.108
H5 -1.249 0.633 -2.903  0.087
H6 -2.041 2.223 -3.075  0.125
H7 0.320 2.040 -1.843  0.101
H8 -0.003 2.830 0.401  0.057
H9 -2.972 2.981 -0.172  0.106
H10 -2.029 3.584 1.210  0.113
H11 -1.960 1.482 2.305  0.078
H12 -3.621 1.828 1.847  0.126
H13 3.599 0.384 0.609  0.004
H14 2.045 0.791 -0.219  -0.033
H15 3.394 0.030 -1.149  -0.013
P1 0.117 -2.244 -9.304  1.112
P2 2.024 0.341 -9.589  1.107
C10 -0.529 -0.671 -9.921  -0.305
C11 0.293 0.398 -10.090  -0.332
C12 -0.727 -3.417 -10.460  -0.381
C13 -1.900 -3.130 -11.172  -0.087
C14 -2.506 -4.120 -11.954  -0.058
C15 -1.922 -5.385 -12.069  -0.054
C16 -0.714 -5.653 -11.413  -0.063
C17 -0.110 -4.674 -10.626  -0.101
C18 -0.860 -2.387 -7.758  -0.360
C19 -0.503 -1.510 -6.715  -0.096
C20 -1.227 -1.523 -5.523  -0.070
C21 -2.307 -2.404 -5.365  -0.058
C22 -2.650 -3.282 -6.402  -0.056
C23 -1.921 -3.286 -7.594  -0.065
C24 2.717 1.116 -11.154  -0.344
C25 2.665 0.338 -12.327  -0.100
C26 3.045 0.886 -13.553  -0.063
C27 3.496 2.211 -13.621  -0.054
C28 3.588 2.974 -12.453  -0.057
C29 3.216 2.423 -11.220  -0.073
C30 2.093 1.763 -8.439  -0.406
C31 3.239 1.834 -7.620  -0.106
C32 3.426 2.932 -6.784  -0.070
C33 2.465 3.953 -6.737  -0.060
C34 1.303 3.853 -7.510  -0.061
C35 1.102 2.747 -8.342  -0.083
H16 -1.606 -0.606 -10.112  0.085
H17 -0.040 1.321 -10.583  0.096
H18 -2.354 -2.143 -11.123  0.093
H19 -3.439 -3.892 -12.472  0.116
H20 -2.401 -6.155 -12.675  0.117
H21 -0.242 -6.631 -11.514  0.115
H22 0.839 -4.871 -10.126  0.104
H23 0.327 -0.813 -6.853  0.096
H24 -0.948 -0.846 -4.712  0.090
H25 -2.882 -2.399 -4.434  0.111
H26 -3.489 -3.968 -6.281  0.116
H27 -2.192 -3.973 -8.398  0.109
H28 2.302 -0.690 -12.275  0.104
H29 2.987 0.282 -14.460  0.114
H30 3.770 2.647 -14.582  0.117
H31 3.945 4.003 -12.495  0.115
H32 3.293 3.026 -10.315  0.104
H33 3.979 1.033 -7.657  0.107
H34 4.328 3.000 -6.172  0.113
H35 2.623 4.826 -6.099  0.114
H36 0.546 4.638 -7.474  0.114
H37 0.181 2.665 -8.919  0.098
Br1 0.930 2.371 3.096  1.060
C36 0.723 1.021 4.408  -0.498
C37 0.590 1.388 5.758  -0.054
C38 0.476 0.402 6.747  0.006
C39 0.454 -0.950 6.388  0.040
C40 0.565 -1.315 5.046  0.043
C41 0.710 -0.346 4.043  -0.105
C42 0.995 -0.808 2.640  -0.652
O1 2.068 -1.525 2.501  -0.179
O2 0.262 -0.528 1.649  -0.121
H38 0.592 2.442 6.044  0.126
H39 0.401 0.698 7.793  0.135
H40 0.353 -1.726 7.150  0.144
H41 0.540 -2.372 4.764  0.149

* charge: +2
* Kohn-Sham gap (alpha / beta): 4.716 / 3.067 eV
* electronic energy: -142162.7278 eV
* largest force on an atom: 2.62 eV Å⁻¹



# 2
This record from OMol25 describes a 2-piece molecular cluster, C2H8NO2P overall at a distorted geometry. The level of theory is ωB97M-V/def2-TZVPD.

Each line ends with the Löwdin charge.
Element x y z (Å)
C1 0.312 -2.038 0.094  -0.195
C2 1.671 1.625 -1.116  0.021
N1 -2.408 0.445 0.550  -0.041
O1 0.056 0.232 1.739  -0.409
O2 -1.420 -0.006 -0.354  -0.380
P1 0.043 -0.184 0.302  0.688
H1 1.442 -2.201 0.027  0.048
H2 -0.019 -2.671 1.108  0.120
H3 -0.253 -2.375 -0.741  0.001
H4 1.846 0.923 -1.915  -0.033
H5 1.134 2.581 -1.295  0.001
H6 2.376 1.845 -0.304  -0.009
H7 -2.817 1.351 0.329  0.072
H8 -1.962 0.470 1.576  0.115

* charge: 0
* Kohn-Sham gap (alpha / beta): 7.908 / 7.840 eV
* electronic energy: -17073.7493 eV
* largest force on an atom: 3.72 eV Å⁻¹



# 3
This record from OMol25 describes C20H45Li4N3O12 as an isolated structure at a distorted geometry. The level of theory is ωB97M-V/def2-TZVPD.

Each line ends with the Löwdin charge.
Element x y z (Å)
Li1 0.758 3.846 1.598  0.753
Li2 -0.860 -0.685 1.532  0.711
Li3 -1.806 2.628 0.624  0.684
Li4 2.509 1.179 1.421  0.675
C1 0.111 1.039 0.137  -0.929
O1 -1.106 0.704 0.000  -0.152
O2 0.926 0.230 0.732  -0.205
O3 0.293 2.293 0.331  -0.195
C2 -1.782 3.557 3.025  -0.984
O4 -1.131 4.055 2.025  -0.313
O5 -1.173 3.254 4.118  -0.152
O6 -2.929 3.051 2.705  -0.180
C3 -6.301 -2.736 1.892  -0.085
O7 -5.067 -3.412 1.636  -0.195
C4 -3.982 -2.516 1.472  -0.233
C5 -2.748 -3.380 1.617  -0.188
N1 -1.491 -2.740 1.183  -0.108
C6 -1.314 -2.657 -0.293  -0.184
C7 -1.030 -4.050 -0.896  -0.200
O8 0.331 -4.407 -0.727  -0.185
C8 1.219 -3.756 -1.642  -0.073
H1 -7.026 -3.542 1.971  0.088
H2 -6.530 -2.024 1.098  0.090
H3 -6.228 -2.222 2.854  0.091
H4 -4.011 -1.653 2.147  0.132
H5 -4.063 -2.031 0.484  0.122
H6 -2.771 -4.418 1.290  0.117
H7 -2.743 -3.444 2.713  0.128
H8 -0.768 -3.392 1.480  0.108
H9 -0.452 -2.011 -0.451  0.078
H10 -2.168 -2.199 -0.790  0.119
H11 -1.495 -4.164 -1.881  0.129
H12 -1.525 -4.792 -0.265  0.111
H13 1.089 -4.141 -2.656  0.094
H14 2.229 -3.883 -1.270  0.088
H15 0.952 -2.704 -1.724  0.061
C9 3.637 2.899 -0.878  -0.064
O9 3.730 1.706 -0.111  -0.271
C10 5.007 1.113 -0.031  -0.211
C11 4.787 -0.282 0.511  -0.187
N2 4.070 -0.229 1.800  -0.104
C12 3.418 -1.533 2.040  -0.192
C13 2.459 -1.614 3.227  -0.234
O10 3.117 -1.845 4.448  -0.177
C14 2.653 -1.076 5.551  -0.085
H16 2.736 3.430 -0.587  0.080
H17 3.579 2.598 -1.931  0.092
H18 4.552 3.497 -0.828  0.098
H19 5.701 1.645 0.627  0.133
H20 5.436 1.008 -1.034  0.136
H21 5.740 -0.795 0.674  0.131
H22 4.218 -0.867 -0.210  0.128
H23 4.684 -0.078 2.595  0.127
H24 4.181 -2.314 2.087  0.134
H25 2.682 -1.638 1.237  0.106
H26 1.797 -2.468 3.025  0.124
H27 1.718 -0.804 3.195  0.114
H28 1.704 -1.430 5.949  0.093
H29 2.592 -0.015 5.280  0.089
H30 3.485 -1.083 6.256  0.090
C15 -3.009 4.783 -0.663  -0.089
O11 -2.154 3.768 -1.197  -0.229
C16 -2.052 4.001 -2.590  -0.232
C17 -0.855 3.399 -3.310  -0.187
N3 -0.693 1.995 -3.004  -0.046
C18 0.533 1.427 -3.467  -0.224
C19 0.667 -0.081 -3.289  -0.225
O12 0.226 -0.923 -4.336  -0.210
C20 -1.180 -0.788 -4.640  -0.070
H31 -2.490 5.741 -0.627  0.100
H32 -3.300 4.555 0.365  0.080
H33 -3.948 4.815 -1.223  0.093
H34 -1.951 5.074 -2.816  0.121
H35 -3.016 3.760 -3.056  0.129
H36 0.056 3.850 -2.880  0.122
H37 -1.024 3.686 -4.350  0.126
H38 -0.992 1.729 -2.079  0.082
H39 1.484 1.881 -3.131  0.101
H40 0.643 1.641 -4.540  0.128
H41 0.166 -0.439 -2.380  0.101
H42 1.717 -0.353 -3.154  0.119
H43 -1.739 -0.902 -3.705  0.083
H44 -1.355 -1.571 -5.366  0.086
H45 -1.336 0.248 -4.943  0.075

* charge: 0
* Kohn-Sham gap: 4.833 eV
* electronic energy: -51332.0352 eV
* largest force on an atom: 5.61 eV Å⁻¹